{
  "formula": "C5H12NO2",
  "method": "the ωB97M-V functional and the def2-TZVPD basis",
  "homo_energy_ev": -3.10,
  "gap_ev": 6.4,
  "energy_ha": -402.7312,
  "charge": -1,
  "e_above_lowest_kcal_mol": 187.2,
  "elements": ["O", "O", "N", "C", "C", "C", "C", "C", "H", "H", "H", "H", "H", "H", "H", "H", "H", "H", "H", "H"],
  "coordinates": [[1.61647, -1.14853, 2.23396], [0.17079, -0.89963, -1.92750], [0.03957, 1.36086, -1.00508], [-1.33741, -1.82782, -0.28080], [-0.06621, -0.96055, -0.51948], [-1.14665, 0.62147, 1.21876], [-0.29167, 0.45995, 0.02610], [0.73851, 2.42891, -0.25750], [-2.14288, 1.12192, 0.99184], [-2.14030, -1.62045, -1.00513], [1.76977, 2.06681, 0.04728], [-1.64983, -1.80510, 0.75413], [0.07815, 0.68257, 1.28225], [0.77100, 3.42758, -0.82705], [0.83095, -1.41974, -0.13087], [-1.33456, -0.09842, 2.03407], [-0.86249, -2.83076, -0.38895], [1.66379, -0.24488, 2.55446], [0.30051, 2.64011, 0.71297], [0.42596, 0.04296, -2.02947]]
}



{
  "formula": "C5H12NO2",
  "method": "the ωB97M-V functional and the def2-TZVPD basis",
  "homo_energy_ev": -1.84,
  "gap_ev": 5.3,
  "energy_ha": -402.8641,
  "charge": -1,
  "e_above_lowest_kcal_mol": 103.7,
  "elements": ["O", "O", "N", "C", "C", "C", "C", "C", "H", "H", "H", "H", "H", "H", "H", "H", "H", "H", "H", "H"],
  "coordinates": [[2.67609, 1.01112, -1.72599], [-1.53158, 2.68262, -0.01110], [-2.30213, -0.75304, 2.41059], [1.92565, 0.31752, -0.69740], [0.70983, -0.52521, -1.36074], [-0.34547, -0.95615, 0.95244], [0.28764, -1.64909, -0.31675], [-1.69418, -0.96019, 1.19196], [-0.21122, -2.59085, -0.65874], [-2.12094, 2.08700, 0.22692], [1.11659, -0.86479, -2.41128], [-2.42102, -1.23073, 0.36834], [0.38164, -0.61090, 1.69627], [-0.24516, -0.04341, -1.64608], [2.61420, -0.33960, -0.21634], [2.12184, 1.32988, -2.49445], [-0.68554, 2.43786, 0.46752], [1.19021, -2.13910, -0.01383], [1.53535, 0.91163, 0.03827], [-1.61788, -0.58690, 3.04896]]
}



{
  "formula": "C5H12NO2",
  "method": "the ωB97M-V functional and the def2-TZVPD basis",
  "smiles": "C[C@@H](CCO)NC[O-]",
  "homo_energy_ev": -2.72,
  "gap_ev": 6.4,
  "energy_ha": -402.9249,
  "charge": -1,
  "e_above_lowest_kcal_mol": 65.6,
  "elements": ["O", "O", "N", "C", "C", "C", "C", "C", "H", "H", "H", "H", "H", "H", "H", "H", "H", "H", "H", "H"],
  "coordinates": [[-2.88152, 1.33317, 0.59780], [1.93504, -1.53838, -1.94022], [-0.05629, -0.54738, -0.97599], [-0.42771, 1.04635, 0.77525], [0.44239, -0.10920, 0.28737], [0.68160, -1.71105, -1.65465], [-1.82401, 0.57959, 1.21256], [1.91631, 0.27357, 0.30688], [-0.08497, 0.23079, -1.62681], [2.31604, 0.27917, 1.32735], [-0.03132, -1.86474, -2.49899], [0.31657, -0.95726, 0.98150], [-1.96234, 0.79455, 2.27058], [2.07070, 1.23969, -0.16930], [-0.51992, 1.81435, 0.00802], [0.05571, 1.51790, 1.65581], [-2.90752, 1.07773, -0.32941], [2.48896, -0.46530, -0.24517], [-1.93425, -0.46960, 0.94580], [0.40653, -2.52394, -0.92837]]
}



{
  "formula": "C5H12NO2",
  "method": "the ωB97M-V functional and the def2-TZVPD basis",
  "smiles": "C[C@H]([NH3+])CCC(=O)O",
  "homo_energy_ev": -13.70,
  "gap_ev": 10.0,
  "energy_ha": -402.7007,
  "charge": 1,
  "e_above_lowest_kcal_mol": 13.3,
  "elements": ["O", "O", "N", "C", "C", "C", "C", "C", "H", "H", "H", "H", "H", "H", "H", "H", "H", "H", "H", "H"],
  "coordinates": [[-1.31218, -1.02785, -2.63055], [0.14603, -2.73461, -2.69338], [-0.05053, 2.10431, 0.94415], [0.53900, -0.86868, -1.19493], [0.38963, -0.01090, 2.15773], [-0.38392, -0.04614, -0.26269], [0.47825, 0.66408, 0.80663], [-0.17639, -1.67813, -2.25866], [0.99982, -1.59289, -0.53948], [1.32127, -0.17683, 2.70961], [-0.87905, -0.85024, 0.27069], [-1.11156, 0.56800, -0.78398], [-0.10356, -0.97818, 2.18941], [1.33431, -0.31634, -1.68705], [-0.26612, 0.48565, 2.89274], [0.71747, 2.77153, 0.94494], [-1.78836, -1.50206, -3.33327], [1.50855, 0.69968, 0.47006], [-0.61889, 2.20966, 1.78796], [-0.74377, 2.27992, 0.21007]]
}



{
  "formula": "C5H12NO2P",
  "method": "the ωB97M-V functional and the def2-TZVPD basis",
  "homo_energy_ev": -8.19,
  "gap_ev": 8.9,
  "energy_ha": -744.2608,
  "e_above_lowest_kcal_mol": 39.2,
  "elements": ["P", "O", "O", "N", "C", "C", "C", "C", "C", "H", "H", "H", "H", "H", "H", "H", "H", "H", "H", "H", "H"],
  "coordinates": [[2.19487, -0.25674, -0.21228], [3.25452, 0.14394, 0.70979], [1.54264, -1.70330, 0.04055], [-1.05562, -0.45366, 1.43656], [-1.85520, -0.18889, 0.15811], [-1.07623, -0.44509, -1.06434], [-0.11029, 0.53438, 1.60595], [0.81680, 0.89668, -0.21128], [-0.27043, 0.83319, -1.28344], [-0.79745, 1.82474, -1.35755], [2.52587, -0.46658, -1.57028], [-0.48113, 1.53441, 1.79327], [1.17428, 1.97913, -0.16106], [-1.90206, -0.50786, -1.69035], [0.49982, 0.16770, 2.39040], [0.19450, 0.60587, -2.28409], [-0.47519, -1.30597, -1.16121], [-0.76329, -1.39190, 1.49056], [1.45479, -1.85435, 0.99300], [-2.68634, -0.85428, 0.34728], [-2.18486, 0.90860, 0.03040]]
}



{
  "formula": "C5H12NO3PS",
  "method": "the ωB97M-V functional and the def2-TZVPD basis",
  "homo_energy_ev": [-8.48, -8.48],
  "gap_ev": [7.4, 7.4],
  "energy_ha": -1217.6688,
  "e_above_lowest_kcal_mol": 22.2,
  "elements": ["S", "P", "O", "O", "O", "N", "C", "C", "C", "C", "C", "H", "H", "H", "H", "H", "H", "H", "H", "H", "H", "H", "H"],
  "coordinates": [[1.41097, 1.87794, -0.05210], [1.91071, -1.13021, 0.34634], [2.61631, -1.66584, 1.47753], [-1.80320, -1.14373, -0.27299], [2.56294, -1.52375, -1.01764], [0.32149, -1.55764, 0.17069], [-0.62321, -0.73751, 0.07675], [-2.87650, -0.24638, -0.37757], [2.14629, -0.92283, -2.19840], [2.42441, 2.42557, 1.39393], [-3.67356, -0.27323, 0.94268], [-0.45434, 0.42861, 0.12103], [1.89497, 2.57701, 2.32344], [2.70147, -1.20288, -3.10473], [3.07259, 3.18117, 0.93564], [1.13979, -1.34776, -2.51345], [3.01460, 1.59804, 1.80910], [-4.16978, -1.29098, 1.13654], [-3.19515, -0.06737, 1.89109], [-4.36152, 0.66241, 0.79335], [-3.43467, -0.61044, -1.19653], [-2.63247, 0.82020, -0.51126], [2.00786, 0.14963, -2.17344]]
}



{
  "formula": "C5H12NOS",
  "method": "the ωB97M-V functional and the def2-TZVPD basis",
  "homo_energy_ev": -2.92,
  "gap_ev": 6.9,
  "energy_ha": -725.9020,
  "charge": -1,
  "e_above_lowest_kcal_mol": 33.0,
  "elements": ["S", "O", "N", "C", "C", "C", "C", "C", "H", "H", "H", "H", "H", "H", "H", "H", "H", "H", "H", "H"],
  "coordinates": [[-0.87930, -0.77431, -0.08697], [-1.74247, 2.37338, -1.03365], [1.27616, -1.55967, 2.08255], [1.39124, -2.16641, 0.71913], [0.05276, -2.32385, -0.02288], [-0.87159, 1.58213, -1.46323], [0.63019, 1.71123, -0.94662], [0.62698, 2.29881, 0.47820], [1.65368, 2.47476, 0.80773], [0.05382, 3.23669, 0.49419], [0.87259, -2.27958, 2.70037], [0.13106, 1.58916, 1.15044], [1.97952, -3.09521, 0.77311], [0.32944, -2.71773, -1.01476], [-0.57424, -3.10745, 0.43316], [1.11596, 0.73463, -0.98157], [1.97720, -1.46190, 0.09980], [1.14879, 2.38006, -1.66237], [-1.12559, 0.84297, -2.27142], [0.53582, -0.88834, 1.96656]]
}



{
  "formula": "C5H12NOS",
  "method": "the ωB97M-V functional and the def2-TZVPD basis",
  "smiles": "OCCCNCC[S-]",
  "homo_energy_ev": -2.59,
  "gap_ev": 6.0,
  "energy_ha": -725.8926,
  "charge": -1,
  "e_above_lowest_kcal_mol": 38.9,
  "elements": ["S", "O", "N", "C", "C", "C", "C", "C", "H", "H", "H", "H", "H", "H", "H", "H", "H", "H", "H", "H"],
  "coordinates": [[-0.95045, 2.76083, 0.04700], [1.00269, -2.58934, -2.35153], [-1.00780, -0.19584, 0.80346], [-0.34555, -0.77079, -0.36700], [0.39346, 1.94115, 0.98606], [0.74552, -1.77283, 0.02401], [-0.04242, 0.56520, 1.57856], [0.84214, -2.92165, -0.93754], [0.03735, -0.00513, -1.04640], [0.72914, 2.56310, 1.81152], [0.87217, -0.00523, 1.74029], [-1.69159, 0.48893, 0.48518], [1.13811, 1.68533, 0.23483], [1.69297, -3.59635, -0.78902], [-0.43492, 0.78220, 2.57906], [1.67688, -1.22338, 0.15058], [-1.12896, -1.37059, -0.83614], [-0.00469, -3.61225, -1.00475], [0.46402, -2.33133, 0.92358], [0.99185, -1.64558, -2.50719]]
}



{
  "formula": "C5H12NOS",
  "method": "the ωB97M-V functional and the def2-TZVPD basis",
  "homo_energy_ev": -2.20,
  "gap_ev": 6.1,
  "energy_ha": -725.8602,
  "charge": -1,
  "e_above_lowest_kcal_mol": 59.2,
  "elements": ["S", "O", "N", "C", "C", "C", "C", "C", "H", "H", "H", "H", "H", "H", "H", "H", "H", "H", "H", "H"],
  "coordinates": [[-0.33113, -1.37655, 0.58761], [-2.68153, -0.06228, -0.83196], [2.14635, 0.59421, 1.35702], [-0.44487, -0.82814, -1.63759], [0.76875, -0.37666, -2.12947], [1.04095, 0.32884, 2.27269], [-1.51743, 0.25677, -1.58216], [-0.32425, 0.12472, 1.64463], [-2.29029, -0.65633, -0.15784], [0.89807, 0.67953, -2.32339], [-0.99610, 1.08603, -1.09833], [2.27231, -0.22905, 0.78099], [-0.74114, -1.84317, -1.88392], [1.87108, 1.31314, 0.69469], [1.56485, -1.06953, -2.36534], [1.29962, -0.56238, 2.84660], [-1.08972, -0.01012, 2.40985], [-0.62819, 0.96409, 1.00793], [0.98862, 1.14698, 3.00434], [-1.80597, 0.51989, -2.59634]]
}



{
  "formula": "C5H12NS",
  "method": "the ωB97M-V functional and the def2-TZVPD basis",
  "homo_energy_ev": -2.36,
  "gap_ev": 6.5,
  "energy_ha": -650.6027,
  "charge": -1,
  "e_above_lowest_kcal_mol": 45.9,
  "elements": ["S", "N", "C", "C", "C", "C", "C", "H", "H", "H", "H", "H", "H", "H", "H", "H", "H", "H", "H"],
  "coordinates": [[-0.01099, 0.76206, 1.34002], [1.17129, -1.50419, -0.29733], [1.88199, -0.86050, 0.62132], [-0.77666, 2.56316, -0.70891], [0.47154, 1.86385, -0.10977], [0.04574, -2.25405, 0.17231], [-1.33039, -1.57522, -0.16991], [-1.43882, 3.01580, 0.05317], [-0.54829, 3.26952, -1.49931], [2.51772, 0.01778, 0.38427], [-1.38141, 1.75994, -1.16171], [1.03382, 1.20182, -0.81682], [0.18198, -3.24258, -0.20101], [-1.98840, -2.35787, -0.62596], [1.28274, 2.60410, 0.23642], [-1.78064, -1.05118, 0.70224], [0.03069, -2.28474, 1.33270], [-1.20962, -0.74576, -0.93619], [1.84772, -1.18195, 1.68448]]
}



{
  "formula": "C5H12NS",
  "method": "the ωB97M-V functional and the def2-TZVPD basis",
  "s_squared": 0.754,
  "spin_multiplicity": 2,
  "homo_energy_ev": [-8.67, -8.64],
  "gap_ev": [8.8, 6.6],
  "energy_ha": -650.4668,
  "e_above_lowest_kcal_mol": 77.8,
  "elements": ["S", "N", "C", "C", "C", "C", "C", "H", "H", "H", "H", "H", "H", "H", "H", "H", "H", "H", "H"],
  "coordinates": [[-3.05068, -0.98340, -0.24255], [0.71421, 0.05853, 0.12928], [-1.29149, -1.00467, -0.65685], [1.76867, -0.95523, 0.36214], [-2.55185, 2.21609, 0.17594], [3.17855, -0.32189, -0.08771], [-0.22701, -0.87600, 0.43797], [3.10661, 0.08552, -1.11625], [-2.29031, 2.54521, -0.85351], [1.93465, -1.08513, 1.44482], [-3.40037, 2.78893, 0.53105], [-1.02466, -0.23495, -1.39490], [-1.68247, 2.27834, 0.81453], [-1.08011, -1.90631, -1.22581], [-2.84122, 1.15274, 0.06560], [1.83372, -1.94287, -0.16835], [3.38554, 0.59828, 0.44892], [-0.49809, -1.37837, 1.36890], [4.01632, -1.03483, -0.03324]]
}



{
  "formula": "C5H12NS",
  "method": "the ωB97M-V functional and the def2-TZVPD basis",
  "smiles": "CC(C)([NH3+])CC=S",
  "homo_energy_ev": -12.37,
  "gap_ev": 8.3,
  "energy_ha": -650.3267,
  "charge": 1,
  "e_above_lowest_kcal_mol": 55.2,
  "elements": ["S", "N", "C", "C", "C", "C", "C", "H", "H", "H", "H", "H", "H", "H", "H", "H", "H", "H", "H"],
  "coordinates": [[3.25374, 0.12051, -0.19080], [-1.56619, 0.01908, 0.28835], [0.14698, 1.26546, -1.01451], [0.56915, 0.77028, 1.35544], [0.52679, -1.15208, -0.10875], [2.10664, -1.03591, -0.39244], [-0.05055, 0.23500, 0.03348], [0.56772, -1.76088, 0.87066], [0.33310, 1.84129, 1.30819], [1.66451, 0.48180, 1.10922], [-0.36704, 2.14914, -0.74875], [-1.81862, -0.87429, 0.92188], [0.29660, 0.13491, 2.25070], [0.06168, -1.79269, -0.94614], [-1.78109, 0.76509, 0.87573], [-0.31065, 0.91602, -1.99124], [2.48592, -1.98076, -0.76348], [-2.14013, 0.12910, -0.57394], [1.22933, 1.39501, -1.10110]]
}